DFT (ωB97M-V/def2-TZVPD) results for 2 unconnected molecules or ions with the total composition C8H13NO.

Properties
- HOMO energy (eV) = -9.394
- energy relative to the best compared isomer or geometry (same formula, charge and spin) (kcal per mole) = 122.6
- gap between HOMO and LUMO (Eh) = 0.3091
- LUMO (eV) = -0.98
- total energy (eV) = -12039.2402

```
23
Properties=species:S:1:pos:R:3:forces:R:3
C -1.080 -1.064 -0.076 -0.131 -0.037 0.107
C -1.072 1.428 0.526 0.042 0.036 0.019
C -1.718 -1.567 1.226 0.080 0.043 -0.088
C -1.483 0.346 -0.436 0.026 0.038 -0.179
C -2.146 0.618 -1.561 0.013 -0.032 0.164
H -1.345 -1.738 -0.894 -0.007 0.058 -0.003
H 0.007 -1.102 0.037 0.003 0.021 -0.008
H 0.006 1.404 0.701 0.015 -0.071 -0.003
H -1.544 1.289 1.502 -0.015 -0.015 -0.037
H -1.335 2.422 0.162 -0.064 -0.055 -0.040
H -1.444 -2.608 1.406 -0.006 0.038 -0.006
H -1.374 -0.986 2.083 -0.031 -0.009 -0.001
H -2.807 -1.505 1.179 0.032 0.013 0.002
H -2.464 -0.167 -2.236 0.073 -0.035 -0.006
H -2.429 1.631 -1.825 0.009 0.019 0.046
C 2.858 -0.006 0.746 0.462 -0.487 1.537
N 4.150 -0.022 0.594 0.243 0.213 -0.340
C 2.490 0.363 -1.003 0.338 0.155 -1.044
C 1.598 0.563 -1.811 0.075 -0.085 0.642
O 1.970 -0.152 1.518 0.261 0.241 -0.790
H 4.718 -0.169 1.425 -0.416 -0.105 0.226
H 3.700 0.283 -0.843 -0.930 0.046 -0.029
H 0.743 0.739 -2.420 -0.072 0.013 -0.169
```
Forces are in eV/Å.